{"formula": "C31H48BrN5O2S", "method": "wB97M-V/def2-TZVPD", "homo_energy_ev": -8.74, "total_charge": 0, "species": ["C", "O", "C", "C", "C", "C", "C", "C", "C", "C", "C", "C", "C", "C", "C", "C", "C", "C", "C", "N", "C", "N", "S", "N", "C", "C", "C", "C", "O", "Br", "H", "H", "H", "H", "H", "H", "H", "H", "H", "H", "H", "H", "H", "H", "H", "H", "H", "H", "H", "H", "H", "H", "H", "H", "H", "H", "H", "H", "H", "H", "H", "H", "H", "H", "C", "C", "C", "C", "N", "H", "H", "H", "H", "H", "H", "H", "C", "C", "C", "C", "N", "H", "H", "H", "H", "H", "H", "H"], "xyz": [[-2.101, -0.528, -6.114], [-1.338, -1.567, -5.527], [-0.870, -1.255, -4.235], [-1.027, -2.416, -3.273], [-0.196, -2.150, -2.016], [-0.449, -3.182, -0.916], [0.107, -2.700, 0.451], [0.849, -3.783, 1.252], [0.143, -4.254, 2.540], [0.536, -3.507, 3.821], [0.502, -1.977, 3.689], [1.801, -1.355, 3.186], [1.988, 0.125, 3.562], [1.819, 1.131, 2.373], [0.621, 2.004, 2.651], [-0.659, 1.352, 2.645], [-1.848, 1.979, 2.923], [-3.175, 1.271, 2.944], [-3.237, 0.067, 2.064], [-3.093, -1.107, 2.516], [-1.782, 3.376, 3.236], [-2.810, 4.166, 3.559], [-2.187, 5.633, 3.804], [-0.639, 5.340, 3.522], [-0.531, 4.036, 3.220], [0.696, 3.358, 2.921], [1.982, 4.146, 2.931], [2.644, 4.221, 1.585], [3.688, 3.787, 1.305], [1.574, 5.187, 0.260], [-2.900, -0.195, -5.445], [-1.465, 0.318, -6.374], [-2.522, -0.928, -7.026], [0.179, -0.943, -4.243], [-1.425, -0.407, -3.819], [-0.665, -3.332, -3.741], [-2.066, -2.567, -2.984], [0.857, -2.239, -2.288], [-0.355, -1.133, -1.654], [0.024, -4.113, -1.220], [-1.522, -3.331, -0.800], [0.772, -1.863, 0.237], [-0.740, -2.303, 1.006], [1.877, -3.489, 1.445], [0.923, -4.655, 0.603], [0.373, -5.310, 2.665], [-0.929, -4.120, 2.400], [-0.231, -3.743, 4.560], [1.483, -3.857, 4.232], [0.257, -1.522, 4.648], [-0.341, -1.759, 3.036], [1.943, -1.450, 2.117], [2.618, -1.916, 3.647], [2.977, 0.298, 3.986], [1.274, 0.387, 4.341], [2.715, 1.707, 2.218], [1.557, 0.557, 1.487], [-0.675, 0.297, 2.407], [-3.946, 1.970, 2.621], [-3.431, 0.958, 3.956], [-3.397, 0.231, 0.995], [-3.164, -1.783, 1.757], [2.704, 3.792, 3.661], [1.731, 5.174, 3.194], [6.578, 0.828, 2.848], [6.247, -0.572, 3.354], [5.973, -1.567, 2.220], [4.832, -1.133, 1.414], [3.925, -0.776, 0.816], [5.744, 1.260, 2.292], [6.794, 1.494, 3.683], [7.451, 0.813, 2.194], [5.375, -0.524, 4.011], [7.078, -0.949, 3.953], [5.753, -2.556, 2.624], [6.844, -1.657, 1.569], [-5.933, 1.344, -7.054], [-5.286, 2.699, -7.319], [-4.533, 2.748, -8.654], [-3.453, 1.761, -8.685], [-2.621, 0.975, -8.699], [-5.185, 0.553, -6.984], [-6.481, 1.361, -6.112], [-6.634, 1.081, -7.848], [-4.598, 2.938, -6.506], [-6.055, 3.473, -7.325], [-4.099, 3.736, -8.812], [-5.212, 2.543, -9.484]], "mulliken_charge": [-0.721, -0.369, -0.593, -0.609, -0.565, -0.902, 1.002, -1.102, -0.639, -1.248, 0.098, 0.453, -1.320, 0.185, 0.175, 0.025, -0.073, -0.684, -0.065, -0.591, 0.709, -0.745, 0.109, -0.624, 0.861, -0.201, -1.212, 0.466, -0.432, -0.184, 0.299, 0.343, 0.326, 0.308, 0.329, 0.252, 0.293, 0.315, 0.413, 0.377, 0.285, -0.096, -0.428, 0.350, 0.606, 0.407, 0.275, 0.338, 0.416, 0.747, -0.668, -0.387, 0.354, 0.226, 0.577, 0.109, 0.276, -0.075, 0.394, 0.293, 0.370, 0.270, 0.379, 0.464, -1.101, -0.279, -0.524, 0.270, -0.412, 0.233, 0.350, 0.343, 0.157, 0.349, 0.279, 0.379, -1.038, -0.394, -0.436, 0.297, -0.438, 0.237, 0.315, 0.332, 0.278, 0.306, 0.276, 0.280]}

---

{"formula": "C7H11N", "method": "wB97M-V/def2-TZVPD", "homo_energy_ev": -8.01, "smiles": "C1=C2CCC[C@@H]2NC1", "total_charge": 0, "species": ["C", "C", "C", "C", "C", "C", "N", "C", "H", "H", "H", "H", "H", "H", "H", "H", "H", "H", "H"], "xyz": [[1.158, 1.190, 0.623], [0.768, 0.104, -0.115], [1.081, -0.285, -1.460], [-0.097, -1.324, -1.763], [-1.290, -0.981, -0.751], [-0.520, -0.542, 0.492], [-0.998, 0.565, 1.280], [0.121, 1.396, 1.710], [2.025, 1.808, 0.611], [0.766, 0.566, -2.057], [2.244, -0.575, -1.598], [0.262, -2.356, -1.507], [-0.395, -1.499, -2.876], [-1.906, -0.082, -0.932], [-1.974, -1.878, -0.858], [-0.167, -1.292, 1.213], [-1.731, 0.531, 1.972], [0.705, 1.071, 2.603], [-0.175, 2.389, 2.044]], "mulliken_charge": [-0.672, 0.206, -0.568, -0.608, -0.893, 0.299, -0.416, -0.601, 0.436, 0.218, 0.277, 0.260, 0.350, 0.328, 0.271, 0.301, 0.203, 0.220, 0.388]}

---

Repeat the second record exactly.
{"formula": "C7H11N", "method": "wB97M-V/def2-TZVPD", "homo_energy_ev": -8.01, "smiles": "C1=C2CCC[C@@H]2NC1", "total_charge": 0, "species": ["C", "C", "C", "C", "C", "C", "N", "C", "H", "H", "H", "H", "H", "H", "H", "H", "H", "H", "H"], "xyz": [[1.158, 1.190, 0.623], [0.768, 0.104, -0.115], [1.081, -0.285, -1.460], [-0.097, -1.324, -1.763], [-1.290, -0.981, -0.751], [-0.520, -0.542, 0.492], [-0.998, 0.565, 1.280], [0.121, 1.396, 1.710], [2.025, 1.808, 0.611], [0.766, 0.566, -2.057], [2.244, -0.575, -1.598], [0.262, -2.356, -1.507], [-0.395, -1.499, -2.876], [-1.906, -0.082, -0.932], [-1.974, -1.878, -0.858], [-0.167, -1.292, 1.213], [-1.731, 0.531, 1.972], [0.705, 1.071, 2.603], [-0.175, 2.389, 2.044]], "mulliken_charge": [-0.672, 0.206, -0.568, -0.608, -0.893, 0.299, -0.416, -0.601, 0.436, 0.218, 0.277, 0.260, 0.350, 0.328, 0.271, 0.301, 0.203, 0.220, 0.388]}